The following is a quantum chemistry calculation of 2 unconnected molecules or ions with the total composition C2H8NO2, from OMol25.

The geometry in XYZ format:
```
13
Properties=species:S:1:pos:R:3:lowdin_charge:R:1
C 1.74 0.63 0.14 -0.132
C -1.65 0.08 -0.43 -0.201
N 1.14 -0.70 0.16 -0.092
O -1.74 1.32 -0.19 0.211
O -2.35 -0.84 0.17 0.166
H 2.61 0.63 -0.48 0.075
H 0.87 1.27 -0.24 0.080
H 2.06 0.93 1.08 0.058
H -0.79 -0.19 -1.20 0.198
H 1.41 -1.18 -0.64 0.029
H 1.17 -1.51 0.88 0.129
H -2.35 1.42 0.67 0.249
H -2.12 -1.84 0.07 0.229
```

Its charge is +1. As for the HOMO-LUMO gap: 8.56 eV. As for the total energy: -7779.782 eV. The HOMO energy comes out at -13.4 eV. For the energy relative to the best compared isomer or geometry (same formula, charge and spin), the calculation gives 73.26 kcal per mole. For the lowest unoccupied orbital energy, the calculation gives -4.89 eV.